Record 1
C20H34N6O3PPtS | the ωB97M-V functional and the def2-TZVPD basis

Values from the calculation:
2S+1 ... 3
Net charge ... +3
Highest occupied orbital energy (spin up / spin down) ... -15.51 / -16.27 eV
⟨S²⟩ ... 2.01
Kohn-Sham gap (spin up / spin down) ... 0.27005 / 0.21887 hartree

Each line ends with the Mulliken spin population.
Geometry (Å):
Pt -15.719 -3.485 8.553  0.81
C -18.545 0.825 10.241  -0.02
N -18.797 -0.510 9.739  0.03
C -20.050 -1.122 9.886  0.01
C -20.009 -2.320 9.296  0.01
N -18.723 -2.496 8.758  0.02
C -17.933 -1.372 9.038  0.01
S -16.411 -0.985 8.478  0.43
C -18.434 -3.547 7.909  -0.01
C -19.280 -4.695 7.796  0.04
C -18.915 -5.709 6.893  -0.01
C -17.830 -5.452 5.971  0.02
C -17.068 -4.322 6.152  -0.02
N -17.259 -3.516 7.287  0.08
H -19.010 1.552 9.562  0.00
H -17.495 0.976 10.362  0.01
H -18.968 0.840 11.232  0.00
H -20.794 -0.569 10.359  0.00
H -20.771 -3.062 9.023  0.00
H -20.153 -4.791 8.445  0.00
H -19.379 -6.661 6.858  0.00
H -17.518 -6.233 5.295  0.00
H -16.221 -3.983 5.542  -0.01
C -14.916 -2.559 12.762  0.01
C -15.325 -2.865 11.448  0.00
N -15.453 -3.089 10.316  0.18
H -14.183 -1.742 12.733  0.00
H -14.482 -3.426 13.322  0.00
H -15.782 -2.204 13.334  0.00
C -13.625 -6.854 8.327  -0.01
O -13.429 -5.612 7.513  0.06
P -13.663 -4.140 8.150  0.27
O -12.707 -3.372 7.105  0.05
C -12.819 -3.540 5.654  0.00
O -12.854 -3.913 9.499  0.02
C -11.494 -3.416 9.471  0.00
H -13.074 -7.641 7.781  0.00
H -14.735 -7.065 8.442  0.00
H -13.153 -6.671 9.295  0.00
H -13.166 -2.554 5.267  0.00
H -13.484 -4.380 5.388  0.00
H -11.824 -3.795 5.292  0.00
H -11.479 -2.330 9.426  0.00
H -10.907 -3.895 8.703  0.00
H -11.040 -3.766 10.408  0.00
C -10.957 3.697 9.795  0.00
C -11.929 3.228 8.723  0.00
N -12.041 1.763 8.657  0.00
C -12.581 1.203 9.913  0.00
C -11.852 1.793 11.145  0.00
N -10.570 2.528 10.655  0.00
C -9.768 1.574 9.735  0.00
C -10.626 1.304 8.501  0.00
H -11.474 4.446 10.390  0.00
H -10.046 4.088 9.336  0.00
H -11.555 3.553 7.710  0.00
H -12.922 3.631 8.810  0.00
H -12.429 0.126 9.945  0.00
H -13.655 1.433 9.999  0.00
H -11.521 0.972 11.813  0.00
H -12.472 2.492 11.713  0.00
H -9.992 2.892 11.440  0.00
H -9.471 0.657 10.269  0.00
H -8.885 2.164 9.464  0.00
H -10.624 0.212 8.321  0.00
H -10.254 1.769 7.583  0.00

Record 2
C10H3Cl5N5O3Pt | the ωB97M-V functional and the def2-TZVPD basis

Values from the calculation:
2S+1 ... 3
Net charge ... -1
Highest occupied orbital energy (spin up / spin down) ... -4.98 / -6.16 eV
⟨S²⟩ ... 2.01
Kohn-Sham gap (spin up / spin down) ... 0.26459 / 0.29590 hartree
Energy above the lowest of the compared OMol25 structures with the same formula, charge and spin ... 9.9 kJ/mol

Each line ends with the Mulliken spin population.
Geometry (Å):
Pt 0.693 -0.027 -0.621  1.37
N 0.456 1.915 0.573  0.15
N -0.931 2.150 0.616  0.00
C -1.741 1.636 -0.443  0.01
O -2.834 2.151 -0.603  0.00
O -1.250 0.659 -1.109  0.04
H 0.806 1.695 1.498  -0.02
H 0.987 2.675 0.161  -0.01
H -1.208 3.079 0.894  0.00
Cl 3.095 2.111 -1.402  0.01
C 3.649 0.610 -0.683  -0.07
C 2.717 -0.387 -0.402  0.17
C 3.286 -1.583 0.059  0.05
Cl 2.254 -2.920 0.444  0.00
C 4.653 -1.762 0.249  0.00
Cl 5.280 -3.265 0.820  0.00
C 5.530 -0.717 -0.019  0.00
Cl 7.226 -0.912 0.227  0.00
C 5.022 0.485 -0.496  -0.01
Cl 6.107 1.781 -0.847  0.00
O 0.023 -0.792 1.302  0.22
N -0.738 -1.810 1.377  0.03
C -1.020 -2.454 0.276  0.00
C -0.523 -2.131 -1.038  -0.03
N -0.314 -2.179 -2.177  0.09
C -1.856 -3.598 0.407  0.00
N -2.527 -4.526 0.508  -0.01

Record 3
C4H8FN | the ωB97M-V functional and the def2-TZVPD basis

Values from the calculation:
Highest occupied orbital energy ... -8.78 eV
Kohn-Sham gap ... 0.36636 hartree
Energy above the lowest of the compared OMol25 structures with the same formula, charge and spin ... 132.2 kJ/mol

Each line ends with the natural charge from an NBO analysis.
Geometry (Å):
C 0.772 1.540 0.089  -0.42
N -0.137 0.572 0.643  -0.44
C 0.226 -0.855 0.554  -0.22
C -1.150 -1.283 0.035  -0.47
C -1.489 0.162 -0.315  0.38
F -2.633 0.669 0.167  -0.33
H 0.720 2.456 0.680  0.20
H 1.789 1.149 0.138  0.19
H 0.550 1.795 -0.953  0.17
H 0.503 -1.251 1.533  0.19
H 1.032 -1.053 -0.160  0.17
H -1.166 -1.975 -0.805  0.21
H -1.798 -1.647 0.827  0.23
H -1.343 0.486 -1.345  0.15

Record 4
C5H5NO | the ωB97M-V functional and the def2-TZVPD basis

Values from the calculation:
Highest occupied orbital energy ... -10.77 eV
Kohn-Sham gap ... 0.42190 hartree
Energy above the lowest of the compared OMol25 structures with the same formula, charge and spin ... 245.7 kJ/mol

Each line ends with the natural charge from an NBO analysis.
Geometry (Å):
C 0.942 2.109 -0.321  -0.20
C 0.640 0.946 -0.379  -0.01
C 0.326 -0.490 -0.397  -0.42
C 1.404 -1.172 0.340  0.29
N 2.287 -1.626 0.934  -0.30
C -1.085 -0.778 0.214  -0.03
O -1.996 0.241 -0.081  -0.70
H 1.243 3.133 -0.273  0.25
H 0.344 -0.849 -1.434  0.27
H -0.991 -0.946 1.294  0.18
H -1.487 -1.688 -0.241  0.20
H -1.677 1.056 0.335  0.48

Record 5
C20H16F6LaN5O7S3 | the ωB97M-V functional and the def2-TZVPD basis

Values from the calculation:
Highest occupied orbital energy (spin up / spin down) ... -7.14 / -7.14 eV
Kohn-Sham gap (spin up / spin down) ... 0.22132 / 0.22126 hartree
Energy above the lowest of the compared OMol25 structures with the same formula, charge and spin ... 51.9 kJ/mol

Each line ends with the natural charge from an NBO analysis.
Geometry (Å):
La -0.407 -0.363 -0.574  2.05
C 0.098 -2.894 4.746  -0.24
C 0.295 -3.224 3.412  -0.18
C 0.355 -2.233 2.443  -0.24
C 0.218 -0.892 2.784  0.23
C -0.011 -0.568 4.121  -0.26
C -0.060 -1.557 5.091  -0.20
N 0.205 0.102 1.767  -0.78
C 0.849 1.269 1.912  0.34
C 1.827 1.549 2.928  -0.30
C 2.394 2.778 3.041  -0.15
C 2.065 3.856 2.170  -0.27
C 1.184 3.629 1.162  -0.16
C 0.604 2.347 0.997  -0.06
N -0.255 2.072 -0.057  -0.23
N -0.698 3.011 -0.752  -0.20
C -1.521 2.562 -1.840  0.33
C -2.450 3.481 -2.296  -0.23
C -3.268 3.118 -3.345  -0.14
C -3.122 1.857 -3.913  -0.26
C -2.167 1.014 -3.391  0.09
N -1.360 1.354 -2.374  -0.54
H 0.058 -3.668 5.502  0.21
H 0.405 -4.261 3.115  0.21
H 0.498 -2.532 1.412  0.21
H -0.169 0.468 4.395  0.21
H -0.237 -1.279 6.124  0.21
H 2.122 0.754 3.597  0.23
H 3.138 2.936 3.815  0.21
H 2.536 4.822 2.294  0.22
H 0.933 4.402 0.448  0.23
H -2.509 4.447 -1.814  0.24
H -4.011 3.810 -3.721  0.22
H -3.734 1.531 -4.742  0.23
H -2.032 0.017 -3.787  0.22
F 4.280 1.348 -0.619  -0.29
C 4.399 0.161 -1.207  0.76
F 4.601 0.321 -2.508  -0.29
F 5.398 -0.531 -0.672  -0.29
S 2.846 -0.728 -0.859  2.21
O 1.770 0.108 -1.479  -1.01
O 2.738 -0.873 0.559  -0.86
N 3.042 -2.082 -1.668  -1.16
S 1.697 -2.819 -2.044  2.25
O 1.871 -4.182 -2.395  -0.86
O 0.641 -2.459 -1.063  -1.01
C 1.125 -1.981 -3.627  0.74
F 2.109 -1.297 -4.185  -0.29
F 0.111 -1.136 -3.369  -0.30
F 0.697 -2.920 -4.453  -0.29
C -4.457 -2.257 -0.657  -0.90
S -2.927 -1.452 -0.619  2.35
O -2.152 -1.950 0.526  -0.98
O -2.178 -1.739 -1.858  -1.01
O -3.116 -0.005 -0.491  -0.98
H -4.291 -3.274 -1.010  0.26
H -5.118 -1.712 -1.330  0.26
H -4.858 -2.258 0.356  0.26

Record 6
C21H27IN7PdSSi | the ωB97M-V functional and the def2-TZVPD basis

Values from the calculation:
2S+1 ... 3
Net charge ... +1
Highest occupied orbital energy (spin up / spin down) ... -8.99 / -10.26 eV
⟨S²⟩ ... 2.06
Kohn-Sham gap (spin up / spin down) ... 0.24949 / 0.19438 hartree
Energy above the lowest of the compared OMol25 structures with the same formula, charge and spin ... 0.0 kJ/mol

Each line ends with the Mulliken spin population.
Geometry (Å):
Pd 0.399 -1.065 -0.602  0.76
C 3.912 -2.144 -0.462  -0.01
C 3.536 -0.789 0.034  -0.06
C 4.476 0.104 0.628  0.27
C 3.974 1.335 1.144  -0.10
C 2.694 1.707 0.945  0.17
C 1.874 0.919 0.121  -0.07
N 2.252 -0.434 -0.084  0.23
N 0.701 1.232 -0.384  0.56
Si 0.265 2.655 -1.384  0.00
C -0.805 2.080 -2.873  0.00
C -0.650 3.866 -0.320  0.02
C 1.878 3.287 -2.189  0.02
H 3.605 -2.254 -1.499  0.00
H 3.377 -2.906 0.076  0.00
H 4.972 -2.235 -0.449  0.00
H 5.539 -0.112 0.519  0.01
H 4.710 1.990 1.603  0.00
H 2.362 2.665 1.225  0.01
H -1.096 1.032 -2.821  0.00
H -0.096 2.199 -3.721  0.00
H -1.746 2.543 -3.098  0.00
H -1.722 3.841 -0.504  0.00
H -0.301 4.897 -0.531  0.00
H -0.489 3.579 0.733  0.00
H 2.680 3.318 -1.419  0.00
H 1.715 4.306 -2.571  0.00
H 2.186 2.627 -3.054  0.00
C -4.909 -0.521 -1.351  0.00
N -4.194 -0.118 -0.129  0.00
C -4.682 0.660 0.923  0.00
C -3.739 0.837 1.855  0.00
N -2.593 0.089 1.392  0.00
C -2.879 -0.413 0.149  0.01
S -1.952 -1.381 -0.903  0.07
C -1.355 0.034 2.049  -0.02
C -1.007 1.072 2.871  0.02
C 0.117 1.024 3.626  0.00
C 0.814 -0.193 3.736  0.00
C 0.449 -1.166 2.872  -0.01
N -0.618 -1.111 2.018  0.00
H -4.810 -1.613 -1.543  0.00
H -4.641 0.050 -2.236  0.00
H -5.954 -0.324 -1.198  0.00
H -5.745 1.053 0.989  0.00
H -3.902 1.364 2.775  0.00
H -1.575 1.990 2.798  0.00
H 0.496 1.856 4.213  0.00
H 1.556 -0.369 4.530  0.00
H 0.971 -2.143 2.868  0.00
I -1.834 -6.356 -0.213  0.00
C -0.450 -4.997 -0.875  -0.01
C -0.061 -4.672 -2.196  0.04
N 0.649 -3.533 -2.168  0.01
N 0.724 -3.054 -0.839  0.02
C -0.078 -3.936 -0.087  0.04
H -0.118 -5.296 -3.034  0.00
H 1.348 -3.267 -2.909  0.00
H -0.234 -3.806 0.951  0.00

Calculated total energy: -2194.6254; -3302.6293; -311.7690; -323.4261; -3397.6751; -2312.7252 (Ha)